Entry 1:
This record from OMol25 describes the ion C10H7O4S with charge -1 in a non-equilibrium geometry. The level of theory is ωB97M-V with the def2-TZVPD basis set.

Element x y z (Å)
C: -3.0976 -0.4606 0.0018
C: -3.1367 -1.8605 -0.1263
C: -1.9323 0.3052 -0.0524
C: -1.8926 -2.4764 -0.2075
C: -0.6655 -0.3444 -0.1168
C: -0.7029 -1.7874 -0.1520
C: 0.6038 0.4140 -0.0012
C: 0.5651 -2.4281 -0.1401
C: 1.6378 -0.5565 0.0794
C: 4.1379 1.1124 -0.0468
O: 0.7779 1.6362 0.1351
O: 1.0911 -3.4850 0.0000
O: 3.9854 -1.0965 1.2255
O: 3.8050 -1.2425 -1.2542
S: 3.4046 -0.5732 -0.0292
H: -4.1392 0.0341 -0.0332
H: -3.9569 -2.4450 0.0564
H: -2.0314 1.4019 -0.2077
H: -1.8024 -3.6010 -0.1004
H: 3.4451 1.9179 0.1652
H: 4.7991 1.1138 0.8724
H: 4.6340 1.1982 -1.0801

Output
2S+1 ... 1
Gap between HOMO and LUMO (alpha / beta) ... 6.29 / 6.29 eV
E_LUMO (alpha / beta) ... 0.099 / 0.099 Ha
HOMO energy (alpha / beta) ... -3.603 / -3.602 eV
Total charge ... -1
ΔE to the lowest compared entry with this formula, charge and spin ... 230.38 kJ/mol

Atom charges from the natural (NBO) analysis, given in e for atoms 1 to 4: -0.16, -0.27, -0.24, -0.13

=====

Entry 2:
This record from OMol25 describes a cluster of 9 separate species, C38H58N3O37PS8 in total in a non-equilibrium geometry. The level of theory is ωB97M-V with the def2-TZVPD basis set.

Element x y z (Å)
C: -3.0395 5.2746 -3.8322
C: -1.8941 4.2536 -3.7503
C: -0.5506 4.9990 -3.7527
C: -2.1149 3.4072 -2.4793
C: -1.2465 2.1742 -2.3488
C: -0.2915 2.0513 -1.2968
P: 0.0226 3.1996 0.1035
N: -1.5804 3.4799 0.6610
O: 0.3775 4.5889 -0.6989
C: 0.5241 0.9275 -1.1948
C: 0.3762 -0.0741 -2.1337
C: -0.5641 0.0282 -3.1495
C: -1.4186 1.1190 -3.2730
C: -2.4815 1.1067 -4.3391
C: -3.5704 0.0369 -4.0761
C: -4.0466 -0.7213 -5.3283
N: -3.6790 -0.0792 -6.5934
C: -0.4305 -1.1984 -3.9947
O: -1.1978 -1.7131 -4.7451
N: 0.8766 -1.8026 -3.6646
O: 1.8512 -1.1352 -4.4793
C: 3.1362 -1.6433 -4.2770
O: 3.3919 -2.8032 -4.3871
C: 4.1479 -0.5878 -3.9805
C: 4.1938 0.0627 -2.7550
C: 5.1830 0.9979 -2.5059
C: 6.1119 1.3117 -3.4874
C: 6.0604 0.6636 -4.7105
C: 5.0914 -0.2914 -4.9579
C: 1.0888 -1.3540 -2.2837
O: 1.6812 -1.9948 -1.4609
H: -4.0098 4.8035 -3.6644
H: -3.0268 5.8047 -4.7823
H: -2.9133 6.0073 -3.0292
H: -1.9355 3.6584 -4.6599
H: 0.2049 4.4584 -4.3232
H: -0.6804 5.9564 -4.2638
H: -0.1956 5.2166 -2.7515
H: -1.9793 4.0738 -1.6307
H: -3.1590 3.0778 -2.4546
H: -1.5698 3.4114 1.6707
H: -2.2556 2.8194 0.2950
H: 0.9733 5.1163 -0.1585
H: 1.2541 0.8422 -0.3985
H: -2.9702 2.0698 -4.4032
H: -1.9987 0.9261 -5.3008
H: -3.1723 -0.6824 -3.3601
H: -4.4159 0.5467 -3.6195
H: -5.1352 -0.8048 -5.2670
H: -3.6582 -1.7362 -5.3006
H: -3.8356 -0.7195 -7.3583
H: -4.2319 0.7525 -6.7509
H: 3.4779 -0.1578 -1.9744
H: 5.2046 1.4897 -1.5422
H: 6.8691 2.0553 -3.2809
H: 6.7889 0.8931 -5.4759
H: 5.0552 -0.8228 -5.8991
O: 4.8327 -0.1625 3.4371
S: 3.4540 -0.4729 3.6032
O: 2.7139 0.1272 4.6578
O: 3.2991 -2.0453 3.6479
C: 2.3888 -2.4998 2.6167
C: 2.5503 -1.4695 1.5216
O: 2.6878 -0.2189 2.2389
H: 1.3762 -2.5001 3.0228
H: 2.6665 -3.5046 2.3107
H: 1.7005 -1.4125 0.8520
H: 3.4585 -1.6359 0.9403
O: 2.7954 -7.8211 2.2504
S: 3.5968 -6.6664 2.0826
O: 3.0043 -5.4167 1.7491
O: 4.7661 -6.9981 1.0554
C: 6.0495 -6.7298 1.6452
C: 5.8299 -6.9687 3.1260
O: 4.5159 -6.4366 3.3630
H: 6.3186 -5.6930 1.4379
H: 6.7890 -7.3957 1.2110
H: 6.5465 -6.4482 3.7541
H: 5.8263 -8.0320 3.3706
O: -1.0002 2.9630 9.0248
S: 0.3865 2.6667 9.0781
O: 1.1110 2.7895 10.2905
O: 1.1157 3.4940 7.9222
C: 1.8406 2.6124 7.0486
C: 1.0574 1.3191 7.1000
O: 0.6568 1.2143 8.4775
H: 2.8525 2.4868 7.4364
H: 1.8812 3.0420 6.0524
H: 1.6527 0.4571 6.8221
H: 0.1608 1.3641 6.4792
O: -8.7813 -0.4499 -4.2049
S: -7.7514 -0.6421 -3.2422
O: -6.7711 0.3572 -3.0075
O: -7.0243 -2.0238 -3.5501
C: -7.0826 -2.8781 -2.3842
C: -8.3709 -2.4768 -1.7003
O: -8.4142 -1.0483 -1.8633
H: -6.2116 -2.6702 -1.7612
H: -7.0727 -3.9180 -2.6959
H: -8.3965 -2.7137 -0.6453
H: -9.2361 -2.9145 -2.2037
O: -13.0496 1.2434 -0.7413
S: -12.3697 2.4353 -1.1065
O: -12.4799 3.6035 -0.3102
O: -12.7087 2.7682 -2.6276
C: -11.5027 2.8668 -3.4077
C: -10.5416 1.9250 -2.7147
O: -10.8212 2.1217 -1.3146
H: -11.1530 3.8998 -3.3784
H: -11.7105 2.5780 -4.4335
H: -9.4982 2.1532 -2.9109
H: -10.7391 0.8822 -2.9630
O: 10.3661 2.6251 2.1318
S: 9.9040 1.3428 1.7379
O: 10.5813 0.6082 0.7282
O: 8.3535 1.4525 1.3883
C: 7.5915 0.5209 2.1848
C: 8.3864 0.3843 3.4617
O: 9.7577 0.3976 3.0133
H: 7.5388 -0.4267 1.6454
H: 6.5911 0.9025 2.3474
H: 8.1868 -0.5418 3.9860
H: 8.2280 1.2308 4.1316
O: 8.9252 -2.2430 5.1877
S: 9.9665 -3.1705 5.4557
O: 9.7843 -4.2276 6.3804
O: 11.2778 -2.3403 5.8111
C: 12.3515 -2.6777 4.9186
C: 11.6496 -3.0587 3.6306
O: 10.4886 -3.7838 4.0779
H: 12.9077 -3.5154 5.3422
H: 13.0062 -1.8188 4.8058
H: 12.2491 -3.7007 2.9926
H: 11.3220 -2.1803 3.0714
O: -7.9233 -1.6078 0.9577
S: -7.9321 -0.6306 1.9941
O: -6.7823 -0.4211 2.7931
O: -9.2094 -0.8994 2.9038
C: -10.0456 0.2729 2.9573
C: -9.8110 0.9509 1.6220
O: -8.4013 0.7631 1.3935
H: -9.7196 0.8935 3.7928
H: -11.0780 -0.0299 3.1029
H: -10.0344 2.0133 1.6345
H: -10.3647 0.4695 0.8146

Output
2S+1 ... 1
SMILES string ... CC(C)Cc1c(P(N)O)cc2c(c1CCCN)C(=O)N(OC(=O)c1ccccc1)C2=O.O=S1(=O)OCCO1.O=S1(=O)OCCO1.O=S1(=O)OCCO1.O=S1(=O)OCCO1.O=S1(=O)OCCO1.O=S1(=O)OCCO1.O=S1(=O)OCCO1.O=S1(=O)OCCO1
Gap between HOMO and LUMO ... 8.39 eV
E_LUMO ... -0.026 Ha
HOMO energy ... -9.090 eV
Total charge ... 0

Atom charges from the Löwdin analysis, given in e for atoms 1 to 4: -0.08, -0.41, -0.06, -0.14